{
  "formula": "C41H58AsKN3OS2",
  "method": "ωB97M-V/def2-TZVPD",
  "charge": -1,
  "orbital_gap_ev": 5.98,
  "elements": ["K", "C", "C", "C", "C", "C", "C", "C", "C", "C", "C", "C", "C", "C", "C", "C", "C", "C", "H", "H", "H", "H", "H", "H", "H", "H", "H", "H", "H", "H", "H", "H", "H", "H", "H", "H", "H", "H", "H", "H", "H", "H", "H", "H", "H", "H", "H", "S", "C", "C", "C", "C", "C", "C", "As", "C", "C", "C", "C", "C", "C", "C", "C", "C", "C", "C", "C", "H", "H", "H", "H", "H", "H", "H", "H", "H", "H", "H", "H", "H", "H", "C", "N", "C", "N", "S", "H", "H", "H", "H", "H", "H", "C", "N", "C", "C", "C", "O", "H", "H", "H", "H", "H", "H", "H", "H", "H"],
  "coordinates": [[0.084, 0.378, 0.762], [1.502, 2.792, -0.070], [2.565, 1.970, 0.388], [2.600, 2.103, 1.811], [1.554, 3.002, 2.161], [0.878, 3.430, 1.011], [-0.205, 4.488, 0.917], [0.389, 5.768, 0.311], [-1.356, 4.011, 0.025], [-0.772, 4.819, 2.299], [3.541, 1.546, 2.892], [3.301, 0.056, 3.189], [3.318, 2.281, 4.224], [5.021, 1.766, 2.550], [3.436, 1.216, -0.627], [3.832, -0.201, -0.191], [2.681, 1.035, -1.955], [4.701, 2.026, -0.959], [1.224, 2.933, -1.106], [1.377, 3.388, 3.155], [0.798, 5.567, -0.681], [1.202, 6.146, 0.934], [-0.374, 6.549, 0.219], [-0.996, 3.793, -0.983], [-2.134, 4.776, -0.059], [-1.811, 3.102, 0.427], [0.011, 5.183, 2.968], [-1.238, 3.940, 2.752], [-1.536, 5.597, 2.217], [2.273, -0.114, 3.511], [3.970, -0.290, 3.987], [3.453, -0.577, 2.321], [2.307, 2.131, 4.612], [3.479, 3.355, 4.120], [4.017, 1.895, 4.972], [5.337, 1.194, 1.683], [5.652, 1.463, 3.392], [5.206, 2.821, 2.340], [2.950, -0.788, 0.080], [4.513, -0.211, 0.657], [4.334, -0.713, -1.017], [1.740, 0.490, -1.835], [3.301, 0.467, -2.653], [2.450, 1.990, -2.426], [5.312, 2.209, -0.078], [4.415, 2.996, -1.369], [5.314, 1.503, -1.702], [-0.861, -2.192, -0.971], [-2.559, -2.346, -1.367], [-3.186, -3.604, -1.386], [-4.523, -3.744, -1.714], [-5.289, -2.630, -2.044], [-4.689, -1.378, -2.040], [-3.346, -1.230, -1.711], [-2.477, 0.499, -1.564], [-1.392, 0.520, -3.195], [-1.307, -0.553, -4.074], [-0.506, -0.468, -5.205], [0.219, 0.687, -5.466], [0.142, 1.760, -4.589], [-0.658, 1.673, -3.459], [-3.911, 1.661, -2.237], [-4.644, 2.373, -1.290], [-5.676, 3.217, -1.679], [-5.978, 3.365, -3.025], [-5.249, 2.666, -3.977], [-4.222, 1.818, -3.585], [-2.590, -4.474, -1.138], [-4.973, -4.731, -1.713], [-6.336, -2.733, -2.301], [-5.280, -0.507, -2.299], [-1.857, -1.462, -3.865], [-0.440, -1.314, -5.879], [0.850, 0.747, -6.344], [0.713, 2.661, -4.779], [-0.706, 2.509, -2.769], [-4.398, 2.269, -0.238], [-6.236, 3.766, -0.931], [-6.777, 4.028, -3.332], [-5.480, 2.781, -5.029], [-3.655, 1.275, -4.332], [-0.754, -1.022, 5.511], [-1.761, -0.390, 4.688], [-1.503, 0.581, 3.783], [-0.275, 1.109, 3.812], [-2.673, 1.074, 2.682], [-1.214, -1.846, 6.052], [-0.338, -0.323, 6.241], [0.061, -1.434, 4.907], [-2.667, -0.812, 4.594], [0.458, 0.718, 4.380], [0.000, 1.842, 3.161], [2.180, -3.607, 0.723], [0.940, -3.922, 1.411], [0.245, -5.098, 0.923], [0.285, -2.894, 2.008], [-1.118, -3.153, 2.502], [0.826, -1.793, 2.168], [2.767, -4.520, 0.617], [2.743, -2.879, 1.299], [1.976, -3.196, -0.272], [0.954, -5.924, 0.857], [-0.187, -4.903, -0.064], [-0.549, -5.391, 1.605], [-1.144, -3.973, 3.223], [-1.762, -3.395, 1.655], [-1.486, -2.240, 2.958]],
  "forces_ev_per_angstrom": [[-0.08, 0.01, 0.04], [-0.01, 0.11, -0.05], [-0.05, -0.01, -0.07], [0.07, -0.03, 0.09], [0.10, -0.02, 0.06], [-0.04, 0.00, -0.11], [-0.01, -0.01, 0.02], [-0.02, 0.02, -0.01], [0.03, 0.01, -0.04], [-0.01, -0.03, 0.01], [-0.03, 0.00, -0.01], [0.03, 0.04, 0.03], [-0.01, -0.03, 0.01], [0.02, 0.00, -0.01], [-0.01, 0.00, 0.02], [0.01, -0.01, 0.01], [-0.02, 0.00, -0.04], [0.00, 0.00, 0.00], [-0.01, -0.02, 0.01], [-0.01, 0.03, 0.00], [-0.01, -0.01, 0.00], [0.00, -0.01, 0.01], [0.00, 0.00, 0.00], [-0.02, -0.02, 0.00], [0.00, 0.01, 0.01], [0.00, 0.00, 0.01], [0.00, 0.01, 0.01], [0.00, 0.01, -0.01], [0.00, 0.01, 0.00], [-0.03, -0.01, 0.00], [0.01, 0.01, -0.01], [-0.01, -0.01, -0.02], [0.02, 0.01, -0.01], [0.00, 0.00, -0.01], [0.01, 0.00, 0.00], [0.01, 0.00, 0.01], [0.00, 0.00, 0.00], [0.00, 0.00, 0.00], [0.00, 0.01, -0.01], [0.00, 0.01, 0.00], [0.00, -0.01, 0.00], [0.00, -0.02, 0.03], [0.00, 0.00, -0.01], [0.02, 0.00, 0.00], [0.00, 0.00, 0.00], [0.00, 0.00, 0.00], [0.00, 0.00, 0.00], [-0.05, 0.01, -0.02], [0.12, -0.07, 0.02], [-0.01, 0.01, 0.02], [0.00, 0.03, 0.00], [0.00, -0.01, 0.01], [-0.02, -0.04, -0.02], [-0.02, 0.06, -0.01], [0.22, 0.05, -0.02], [-0.04, -0.01, 0.03], [0.01, 0.00, -0.02], [0.00, -0.01, 0.01], [0.01, 0.01, -0.01], [0.00, 0.01, 0.00], [0.00, -0.02, -0.01], [-0.03, -0.03, 0.10], [0.01, 0.00, -0.04], [0.00, 0.00, 0.00], [-0.03, 0.02, 0.01], [0.02, -0.02, -0.01], [-0.03, 0.02, 0.00], [-0.01, -0.01, 0.00], [0.00, 0.00, 0.00], [0.00, -0.01, 0.00], [0.01, 0.00, 0.01], [0.00, 0.00, 0.00], [0.00, 0.00, 0.00], [0.00, 0.00, 0.00], [0.00, 0.00, 0.00], [0.00, 0.01, -0.01], [0.00, 0.01, 0.01], [0.00, 0.00, 0.00], [0.00, 0.00, 0.00], [0.00, 0.00, 0.00], [0.00, 0.00, -0.01], [0.06, -0.07, -0.02], [0.01, -0.02, -0.01], [-0.01, 0.05, -0.02], [0.00, 0.00, 0.09], [-0.02, -0.02, 0.00], [-0.02, 0.03, 0.04], [-0.01, 0.00, 0.02], [-0.01, 0.03, -0.03], [-0.01, 0.00, -0.01], [0.00, -0.01, -0.02], [0.02, -0.01, -0.03], [0.05, -0.02, 0.00], [0.01, 0.12, 0.02], [-0.03, -0.03, 0.01], [0.11, 0.28, -0.04], [0.04, 0.01, -0.06], [-0.28, -0.44, 0.09], [0.00, 0.00, 0.00], [0.00, 0.00, -0.01], [-0.01, 0.00, 0.01], [0.01, 0.01, 0.00], [0.00, 0.01, 0.00], [0.00, -0.01, 0.00], [-0.01, 0.00, 0.00], [0.01, -0.01, 0.00], [0.01, 0.03, 0.02]],
  "mulliken_charge": [1.30, -0.34, -0.54, 0.79, -1.45, 0.37, 2.56, -2.01, -1.56, -1.87, 2.85, -0.93, -2.19, -1.94, 2.92, -1.70, -2.28, -2.00, 0.02, 0.61, 0.28, 0.42, 0.46, -0.02, 0.60, 0.07, 0.36, 0.17, 0.46, -0.35, 0.54, -0.25, 0.27, 0.37, 0.45, 0.27, 0.48, 0.33, -0.07, 0.21, 0.58, 0.34, 0.55, 0.35, 0.21, 0.34, 0.50, -0.11, 0.18, -0.59, -0.60, -0.78, -0.56, -0.29, 0.64, 0.23, -0.23, -0.66, -0.64, -0.46, 0.17, -0.45, -0.33, -0.66, -0.41, -0.65, 0.00, 0.33, 0.35, 0.37, 0.31, 0.37, 0.40, 0.33, 0.39, 0.20, 0.39, 0.40, 0.35, 0.38, 0.44, -1.03, -0.05, 0.06, 0.07, -0.34, 0.35, 0.36, 0.23, 0.35, 0.16, -0.58, -0.85, 0.11, -0.98, 0.58, -0.93, -0.05, 0.43, 0.14, 0.26, 0.34, 0.25, 0.37, 0.44, 0.27, -0.26]
}


{
  "formula": "C36H74O21",
  "method": "ωB97M-V/def2-TZVPD",
  "charge": 0,
  "orbital_gap_ev": 9.57,
  "smiles": "C[C@H]1COC(=O)O1.C[C@H]1COC(=O)O1.C[C@H]1COC(=O)O1.COCCOCCOC.COCCOCCOC.COCCOCCOC.COCCOCCOC",
  "elements": ["C", "C", "C", "O", "C", "O", "O", "H", "H", "H", "H", "H", "H", "C", "C", "C", "O", "C", "O", "O", "H", "H", "H", "H", "H", "H", "C", "C", "C", "O", "C", "O", "O", "H", "H", "H", "H", "H", "H", "C", "O", "C", "C", "O", "C", "C", "O", "C", "H", "H", "H", "H", "H", "H", "H", "H", "H", "H", "H", "H", "H", "H", "C", "O", "C", "C", "O", "C", "C", "O", "C", "H", "H", "H", "H", "H", "H", "H", "H", "H", "H", "H", "H", "H", "H", "C", "O", "C", "C", "O", "C", "C", "O", "C", "H", "H", "H", "H", "H", "H", "H", "H", "H", "H", "H", "H", "H", "H", "C", "O", "C", "C", "O", "C", "C", "O", "C", "H", "H", "H", "H", "H", "H", "H", "H", "H", "H", "H", "H", "H", "H"],
  "coordinates": [[-20.527, 16.027, 2.471], [-19.175, 15.199, 2.335], [-18.236, 15.561, 3.458], [-18.530, 14.604, 4.374], [-19.188, 13.516, 3.814], [-19.489, 12.510, 4.346], [-19.254, 13.806, 2.498], [-20.906, 16.168, 3.483], [-21.302, 15.461, 1.954], [-20.591, 17.026, 2.039], [-18.697, 15.326, 1.364], [-18.372, 16.551, 3.893], [-17.218, 15.367, 3.119], [-19.149, 13.411, 10.274], [-18.375, 13.112, 9.005], [-17.359, 11.972, 9.166], [-18.154, 10.904, 8.630], [-19.122, 11.364, 7.887], [-19.873, 10.678, 7.193], [-19.278, 12.672, 8.066], [-19.579, 14.410, 10.193], [-18.522, 13.621, 11.141], [-19.890, 12.691, 10.622], [-17.918, 13.997, 8.562], [-17.117, 11.802, 10.215], [-16.559, 12.337, 8.522], [-16.250, 13.751, 6.019], [-15.456, 13.176, 4.870], [-13.969, 13.405, 4.793], [-13.573, 12.123, 4.523], [-14.480, 11.251, 4.956], [-14.289, 10.069, 5.091], [-15.639, 11.768, 5.074], [-16.305, 14.826, 5.848], [-15.792, 13.577, 6.993], [-17.255, 13.346, 6.136], [-15.984, 13.571, 4.002], [-13.516, 13.747, 5.724], [-13.689, 14.144, 4.044], [-9.819, 14.086, 12.084], [-9.145, 15.096, 11.289], [-8.304, 14.865, 10.203], [-8.605, 13.625, 9.287], [-8.239, 12.425, 10.015], [-7.892, 11.399, 9.097], [-9.068, 10.832, 8.395], [-9.745, 11.642, 7.307], [-11.109, 11.286, 7.289], [-9.028, 13.343, 12.188], [-10.804, 13.873, 11.670], [-9.891, 14.412, 13.122], [-7.319, 14.702, 10.642], [-8.412, 15.790, 9.637], [-8.131, 13.686, 8.308], [-9.684, 13.630, 9.136], [-7.384, 10.559, 9.570], [-7.130, 11.748, 8.400], [-9.793, 10.554, 9.160], [-8.818, 9.901, 7.887], [-11.472, 11.219, 8.314], [-11.337, 10.238, 7.095], [-11.809, 11.929, 6.756], [-19.156, 13.909, 16.255], [-18.130, 14.592, 15.514], [-16.878, 14.783, 16.041], [-15.962, 15.200, 14.928], [-15.700, 14.082, 13.959], [-15.707, 14.574, 12.533], [-14.790, 13.680, 11.573], [-14.651, 14.296, 10.283], [-13.848, 13.505, 9.468], [-19.436, 14.497, 17.130], [-18.798, 12.901, 16.464], [-20.047, 13.790, 15.638], [-16.470, 13.881, 16.496], [-16.995, 15.520, 16.836], [-15.058, 15.683, 15.298], [-16.454, 16.064, 14.480], [-15.320, 15.581, 12.375], [-16.758, 14.615, 12.248], [-15.174, 12.668, 11.436], [-13.778, 13.537, 11.953], [-13.775, 12.465, 9.786], [-12.857, 13.956, 9.412], [-14.361, 13.391, 8.514], [-16.402, 16.762, 9.132], [-17.616, 16.654, 8.445], [-18.620, 17.555, 8.665], [-19.891, 17.096, 7.863], [-20.465, 15.770, 8.136], [-21.407, 15.306, 7.229], [-22.420, 14.406, 7.953], [-23.434, 13.755, 7.088], [-24.768, 14.004, 7.116], [-16.021, 15.769, 8.896], [-16.428, 17.085, 10.173], [-15.782, 17.468, 8.579], [-18.381, 18.556, 8.304], [-18.695, 17.748, 9.736], [-19.946, 17.355, 6.806], [-20.634, 17.883, 7.993], [-20.792, 14.728, 6.539], [-21.797, 16.177, 6.704], [-22.743, 14.676, 8.958], [-21.826, 13.531, 8.215], [-25.329, 13.470, 6.349], [-25.059, 15.054, 7.117], [-25.228, 13.611, 8.023], [-15.496, 9.964, 1.843], [-16.160, 10.150, 0.571], [-15.336, 10.024, -0.534], [-16.155, 10.559, -1.797], [-15.158, 11.106, -2.719], [-15.790, 11.635, -3.785], [-14.819, 11.793, -4.993], [-13.812, 12.823, -4.777], [-12.903, 13.003, -5.773], [-14.493, 10.384, 1.769], [-15.485, 8.908, 2.113], [-16.132, 10.479, 2.564], [-14.982, 9.003, -0.677], [-14.453, 10.662, -0.506], [-16.862, 11.353, -1.558], [-16.690, 9.782, -2.343], [-16.288, 12.585, -3.592], [-16.459, 10.906, -4.243], [-15.229, 11.990, -5.983], [-14.346, 10.811, -4.985], [-12.379, 12.055, -5.892], [-12.272, 13.836, -5.463], [-13.517, 13.207, -6.650]],
  "forces_ev_per_angstrom": [[-0.25, -1.46, -0.50], [-0.48, 2.49, -0.63], [0.79, 0.63, -1.39], [-1.27, -2.27, 3.04], [1.32, 0.92, -0.35], [-0.01, 0.26, 0.23], [-1.63, -0.78, -0.31], [0.45, -0.41, 0.33], [-0.10, -0.08, -0.05], [0.89, -0.07, -0.29], [-0.35, 0.33, -0.03], [0.11, -0.03, -0.19], [0.42, 0.57, 0.00], [0.36, 1.71, 0.97], [0.38, 1.12, 2.14], [-1.53, 1.30, -0.57], [2.43, -1.28, 0.79], [-3.78, -1.91, -2.48], [2.05, 1.60, 1.67], [-0.88, -0.28, -1.73], [-0.75, -0.20, -0.45], [0.65, -0.53, 0.01], [0.03, -0.20, -0.56], [0.10, 0.26, 0.52], [0.24, -0.24, -0.37], [0.64, -1.31, 0.09], [0.43, 1.15, 0.67], [-3.01, 1.33, 1.52], [-0.77, 1.43, 0.67], [2.57, -1.23, -0.69], [1.43, -4.27, -0.82], [0.63, 0.69, 0.10], [-1.54, 1.87, -0.40], [-0.29, 0.16, 0.39], [0.49, 0.06, -0.08], [0.03, 0.02, -0.66], [0.17, -0.80, -0.62], [-0.13, 0.02, 0.35], [0.05, -0.43, -0.33], [2.37, 0.58, -0.49], [-2.18, 0.96, 1.26], [0.15, -1.68, -0.34], [-0.59, 0.85, 1.88], [0.41, 0.26, -0.95], [0.47, 0.59, -0.48], [-1.53, -0.42, -1.91], [0.70, -0.54, 1.56], [-0.70, -0.89, 1.57], [-0.95, -1.22, -0.36], [0.27, -0.62, 0.01], [-0.38, 0.78, -0.21], [0.54, 0.26, -0.51], [0.54, -0.13, -0.28], [0.27, 0.03, 0.15], [-0.16, -0.19, -0.27], [-0.30, 0.08, 0.69], [0.00, 0.36, -0.30], [-0.33, 0.27, 0.01], [0.33, -0.14, 0.05], [-0.24, 0.91, 0.59], [0.51, -0.26, -1.29], [0.74, 0.18, -0.42], [1.16, 0.28, -0.46], [-2.28, -0.47, -1.45], [0.31, -0.85, 0.80], [0.01, 0.10, -1.19], [0.17, 2.51, -0.70], [0.79, -1.15, 0.51], [-0.72, 0.53, 0.70], [-1.12, -0.04, 1.40], [0.00, -0.41, -0.65], [0.10, -0.25, 0.34], [-0.06, -0.04, 0.57], [0.24, 0.32, -0.27], [-0.03, -0.40, 0.19], [0.75, 0.48, 0.13], [0.52, -0.74, 0.16], [-0.32, -0.27, -0.81], [0.19, 0.18, 0.67], [0.05, -0.33, -0.36], [-0.41, -0.07, 0.10], [0.01, 0.28, 0.65], [0.20, -0.05, 0.50], [0.13, -0.20, -0.40], [0.44, 0.48, -0.42], [0.38, -0.16, -1.64], [-0.32, -0.94, -0.41], [-1.13, -0.13, -0.81], [-1.35, 0.28, 0.67], [2.03, 2.14, 1.96], [-0.08, 0.41, -0.86], [-0.26, -2.26, -0.55], [2.92, 0.47, -0.25], [-1.85, 0.58, 1.41], [0.72, 0.15, 1.10], [-0.35, -0.45, 0.20], [0.35, 0.34, 0.15], [0.08, 0.34, -0.63], [-0.93, -0.49, 0.37], [1.70, -1.12, -0.81], [-0.73, 0.09, 1.60], [-0.70, -0.44, -0.60], [-0.75, -0.13, -0.20], [-0.67, 1.02, -0.35], [0.27, -0.10, -0.06], [0.61, 0.10, -0.53], [0.14, 0.36, -0.38], [-0.04, -0.12, 0.56], [-0.88, 0.08, -1.01], [-0.05, 0.10, 1.07], [-0.95, 0.82, -1.85], [2.01, -0.31, 0.20], [0.05, -1.01, 2.17], [0.24, 1.13, -3.58], [1.70, 0.74, 1.21], [-2.50, -0.70, 2.85], [-0.39, -0.57, -0.62], [0.09, -0.01, 0.35], [0.29, -0.06, -0.03], [0.28, 0.07, 0.10], [-0.11, -0.26, -0.16], [0.17, 0.22, 0.31], [0.04, -0.02, 0.50], [-0.09, -0.25, 0.18], [-0.30, 0.08, 0.24], [-0.87, -0.06, 0.23], [-0.76, -0.12, 0.13], [0.47, -0.17, -0.47], [0.73, 0.13, -0.48], [0.16, -0.15, -0.41], [0.68, 0.35, -0.87]],
  "mulliken_charge": [-1.32, 0.22, -0.47, 0.16, 0.41, -0.47, -0.42, 0.18, 0.38, 0.41, 0.46, 0.31, 0.22, -1.44, 1.28, 0.43, -0.39, 0.39, -0.61, -0.10, 0.22, 0.18, 0.42, -0.44, 0.17, -0.14, 0.12, 0.95, -0.18, -0.38, 0.66, -0.62, -0.33, 0.53, -1.16, -0.14, -0.13, 0.17, 0.39, -0.37, -0.39, -0.62, -0.20, -0.32, -0.79, -0.49, -0.36, -0.64, 0.28, 0.01, 0.28, 0.29, 0.31, 0.53, 0.07, 0.39, 0.40, 0.36, 0.44, 0.17, 0.47, 0.17, -0.74, -0.26, -0.58, -0.58, -0.38, -0.50, -0.18, -0.19, -0.50, 0.28, 0.32, 0.23, 0.33, 0.39, 0.43, 0.32, 0.34, 0.21, 0.28, 0.22, 0.48, 0.48, -0.34, -0.63, -0.15, -0.80, -0.79, -0.25, 0.04, -0.70, -0.29, -0.79, 0.07, 0.32, 0.31, 0.31, 0.45, 0.44, 0.54, -0.13, 0.61, 0.47, 0.08, 0.26, 0.31, 0.30, -0.54, -0.30, -0.41, -0.49, -0.26, -0.47, -0.70, -0.30, -0.67, 0.33, 0.27, 0.10, 0.27, 0.34, 0.30, 0.29, 0.36, 0.34, 0.45, 0.30, 0.29, 0.21, 0.28]
}


Computed largest force on an atom (eV/Å) in order:
0.53, 4.90
Computed LUMO (eV) in order:
2.022, 0.245